DFT (wB97M-V/def2-TZVPD) results for a molecular structure, C6H25CaN12O7 at a distorted geometry.

Geometry as XYZ:
```
51
Properties=species:S:1:pos:R:3:mulliken_spin:R:1
H 24.980 22.236 14.737 0.000
H 22.897 20.905 17.824 0.000
N 29.608 18.839 19.321 0.000
H 29.336 17.559 13.304 0.000
O 29.637 20.745 16.348 0.928
H 29.705 18.473 14.850 -0.001
H 28.420 24.458 19.688 0.000
N 27.943 23.838 13.790 0.000
H 23.860 18.694 16.166 0.000
N 24.133 21.831 15.110 0.000
N 29.163 23.777 19.747 0.003
C 28.078 18.911 13.904 -0.004
H 26.716 19.115 12.490 0.000
H 25.618 15.705 16.315 0.000
H 31.169 22.315 19.135 -0.001
O 28.147 22.597 18.186 0.028
N 27.494 18.555 12.810 0.003
N 26.280 24.206 15.047 0.000
N 29.156 18.227 14.039 0.001
H 23.434 21.375 14.541 0.000
H 30.127 21.587 17.884 -0.007
O 27.284 22.354 15.331 0.002
H 28.113 20.615 21.171 0.000
H 27.751 17.740 12.271 0.000
H 26.378 25.172 14.769 0.000
O 26.242 18.682 16.873 -0.004
H 27.077 16.607 16.730 0.000
H 25.852 24.049 15.949 0.000
H 27.892 24.789 13.454 0.000
H 28.644 23.274 13.331 0.000
H 30.139 20.886 15.522 -0.019
N 23.101 21.142 16.864 0.000
C 29.184 22.880 18.818 -0.002
H 23.758 17.021 16.080 0.000
H 29.646 18.614 18.337 0.000
C 28.556 19.441 19.729 0.001
C 24.208 21.443 16.340 0.000
H 30.084 23.864 20.154 0.000
H 30.418 18.900 19.921 0.000
O 27.626 19.731 14.706 0.053
C 27.279 23.455 14.877 0.000
H 22.334 21.463 16.290 0.000
N 24.362 17.819 16.212 0.000
H 29.512 19.660 21.474 0.000
O 25.281 21.451 16.927 -0.001
C 25.584 17.741 16.525 0.000
N 30.338 22.307 18.561 0.022
Ca 27.424 20.636 16.750 -0.002
N 26.100 16.577 16.478 0.000
N 28.688 19.826 20.914 0.000
O 27.654 19.752 19.027 -0.001
```

**E_tot**: -2104.7317 a.u.
**2S+1**: 2
**<S²>**: 0.754
**Net charge**: +2
**HOMO-LUMO gap (alpha / beta)**: 10.28 / 5.82 eV


DFT (wB97M-V/def2-TZVPD) results for 7 unconnected molecules or ions with the total composition C6H25NO7 at a distorted geometry.

Geometry as XYZ:
```
39
Properties=species:S:1:pos:R:3:lowdin_charge:R:1
H 1.352 0.571 2.413 -0.096
C -2.699 -0.709 -1.319 -0.086
C -0.075 0.180 -1.782 -0.171
H 0.467 -3.310 -1.965 0.082
H 0.315 -0.498 -2.535 0.113
C -0.177 -2.936 -1.156 -0.078
H -2.034 -0.815 0.638 0.100
N -1.756 -0.374 -0.214 -0.066
H -2.210 1.401 0.459 0.118
H -2.762 0.175 -1.899 0.061
H -0.581 -3.982 -0.762 0.133
O 2.252 0.558 2.325 -0.048
H -0.430 -2.495 1.510 0.090
H 2.719 0.227 -1.575 0.068
H 2.474 1.400 2.789 0.072
O -0.331 0.975 2.677 -0.039
O -2.150 2.121 1.260 -0.142
H 0.164 0.432 0.357 0.152
O 2.397 0.078 -2.490 -0.071
H -0.482 2.427 0.813 0.000
H -0.669 0.742 3.493 0.025
C 0.526 -2.216 1.059 -0.116
O 0.212 2.763 0.200 -0.064
C 0.417 -1.826 -0.324 -0.397
H 3.109 2.230 0.959 -0.001
H 1.130 -3.057 1.308 0.081
O -0.272 1.397 -2.123 -0.005
H 0.044 2.362 -0.643 -0.016
H -1.030 -2.604 -1.665 0.005
H -2.512 2.918 0.782 0.106
H -3.737 -0.884 -0.991 0.092
H 2.629 0.768 -3.149 0.081
C -0.229 -0.396 -0.386 -0.203
O 2.876 2.894 0.302 -0.059
H 1.524 -1.939 -0.637 0.165
H -0.973 1.663 2.335 0.033
H 0.975 -1.420 1.665 0.069
H 1.959 2.820 0.133 -0.058
H -2.433 -1.637 -1.860 0.069
```

**E_tot**: -824.9377 a.u.
**HOMO-LUMO gap**: 10.14 eV